Computed, not measured: 6 unconnected molecules or ions with the total composition C10H34NO10 at a distorted geometry, with ωB97M-V/def2-TZVPD.

Properties
LUMO level ... -2.4 eV
Charge ... +1
Kohn-Sham gap ... 0.353 hartree
Energy relative to the best compared isomer or geometry (same formula, charge and spin) ... 2.136 eV

XYZ file:
```
55
Properties=species:S:1:pos:R:3:forces:R:3
H -0.1979 1.8220 3.3602 -0.1 0.0 0.4
H 1.9278 -1.5395 -1.2855 -0.5 0.3 -0.6
H -1.0624 4.5520 0.1023 -0.3 0.0 0.0
O 3.1716 -0.7747 0.4075 -1.6 1.2 0.8
C -0.2942 3.0415 -1.2310 -0.8 2.0 -2.1
H 0.7079 -3.0616 -5.5243 0.0 0.0 0.2
C 4.0038 -0.5213 -0.6966 1.2 -1.1 -0.1
C 1.2366 -2.3040 -3.7896 0.1 -0.6 1.0
H -2.5015 -0.6762 -1.0050 0.3 0.3 0.3
H -1.3135 -0.7947 3.7163 0.8 -0.2 -0.7
H -0.0946 -0.3287 0.5301 -0.2 -0.6 -0.4
C -3.0897 -1.3276 -0.3587 0.0 -0.4 1.8
O -0.9854 -1.9322 0.8949 -1.0 -0.1 0.2
H -0.0085 -3.4028 -2.3276 0.1 0.0 0.1
H -0.2417 0.0468 4.8156 -0.2 0.2 0.3
H -4.0943 -0.9209 -0.2428 0.1 0.6 0.5
H 3.3955 -1.5896 0.8628 0.2 -0.1 -0.3
H 0.7513 3.3497 -1.2415 0.3 -0.6 0.3
H -2.7403 -0.0011 5.2116 0.1 0.5 0.7
H 1.7656 -1.3510 -3.7943 0.0 0.1 0.0
H -3.0545 0.7343 3.7112 0.2 -0.8 -0.7
H 3.9039 -1.4126 -1.3161 0.5 0.0 -0.5
H -0.6699 3.5354 -2.1271 -0.4 0.7 0.2
H -0.2593 -1.6465 -2.2754 -0.3 0.1 -0.5
C -1.0073 0.1954 4.0541 -0.2 -0.9 0.4
H 0.4871 1.1924 0.1758 -0.3 0.0 -0.1
O 1.3572 -2.3115 -1.2778 0.3 -1.1 0.4
H -1.8693 2.9149 0.1195 -0.3 0.2 0.5
O 0.3916 -2.3983 -4.9065 -1.1 0.5 -0.1
H -1.2480 1.5440 -2.0311 0.0 0.1 0.0
C 0.4868 -2.4335 -2.3851 0.7 0.5 -1.3
H -2.3279 -0.6170 1.6584 -0.3 0.1 -0.1
H 4.4370 0.8124 -2.3036 -0.2 0.0 -0.1
H 3.5688 1.5743 -0.9011 0.8 0.3 0.1
O -0.5195 0.9892 3.0073 0.3 0.2 -0.6
H 1.9600 -3.1060 -3.9367 0.4 0.0 0.8
H -0.1623 3.3593 1.8437 -0.1 0.1 0.0
H -2.4555 2.7089 4.2421 -0.2 -0.5 -0.3
H 1.5116 -0.0129 0.5734 0.7 -0.5 0.1
O -2.3053 2.0570 4.9306 0.7 0.2 1.6
N 0.5961 0.3727 0.7559 0.3 0.0 -0.8
H -1.0879 -2.8749 0.7453 0.8 -0.2 -0.4
H 2.0975 1.1899 -2.6171 -0.2 0.0 -0.1
C 3.6711 0.6950 -1.5370 -1.4 -0.2 1.5
C -2.3074 0.7064 4.5044 -1.9 1.3 -0.3
H -2.8208 -2.3327 1.6994 -0.5 0.2 -0.2
O -3.2842 -2.5636 -0.9888 0.6 -1.0 0.2
O -0.4801 1.6925 -1.4745 0.5 -1.8 0.1
O 2.3165 0.4846 -2.0038 0.8 -0.2 -0.3
H -3.4343 -2.4435 -1.9293 0.0 0.0 0.0
O 0.0381 3.0512 0.9568 0.6 -0.1 1.9
C -0.9335 3.4706 0.0586 0.2 0.3 -1.4
C -2.3595 -1.5505 1.0965 -0.2 0.5 -2.3
H 0.4311 0.6204 1.7210 0.1 0.1 0.6
H 4.9962 -0.4831 -0.2473 0.5 0.3 -0.8
```
Forces are in eV/Å.


Computed, not measured: CH5O2PS2 in the gas phase at a distorted geometry, with ωB97M-V/def2-TZVPD.

Properties
LUMO level (spin up / spin down) ... 0.5 / -3.8 eV
Charge ... 0
Kohn-Sham gap (spin up / spin down) ... 0.186 / 0.207 hartree
Energy relative to the best compared isomer or geometry (same formula, charge and spin) ... 0.336 eV
Multiplicity ... 3

XYZ file:
```
11
Properties=species:S:1:pos:R:3:forces:R:3
O -0.6589 0.0245 -2.2912 -0.7 4.5 2.2
O 0.9996 0.0614 -0.3690 -1.9 0.1 -1.2
S -1.3447 1.9179 0.0434 -1.1 3.1 0.5
H -2.2077 -0.4390 1.0044 -0.2 0.9 0.9
H -0.4319 -0.8141 -2.5544 0.9 -3.3 -0.7
P -0.6391 0.3058 -0.6756 4.1 -3.2 -1.8
H 2.4955 0.3632 0.8124 -0.1 -0.5 1.2
H 0.8166 0.7886 1.4671 1.0 -0.2 0.7
S -1.7587 -1.3226 0.1104 -1.1 -2.6 -0.2
C 1.4758 0.0204 1.0181 -1.3 3.1 -2.4
H 1.2535 -0.9062 1.4346 0.3 -1.7 0.8
```
Forces are in eV/Å.


Computed, not measured: C21H28N2O6S2 in the gas phase at a distorted geometry, with ωB97M-V/def2-TZVPD.

Properties
SMILES ... CCN(CC)S(=O)(=O)c1ccc(OC)c(NC(=O)CCS(=O)(=O)Cc2ccccc2)c1
LUMO level ... 0.5 eV
Charge ... 0
Kohn-Sham gap ... 0.334 hartree
Energy relative to the best compared isomer or geometry (same formula, charge and spin) ... 0.325 eV

XYZ file:
```
59
Properties=species:S:1:pos:R:3:forces:R:3
H -0.3650 -2.0639 -3.7336 0.0 0.0 0.0
C 1.5637 -3.5476 -1.1713 0.1 0.1 0.0
O 0.0447 -5.8100 1.1207 0.3 -0.1 0.2
C 1.5473 -2.7802 -0.0138 0.0 0.0 -0.3
H -1.5427 4.4730 1.1874 0.1 -0.1 -0.1
H 1.7353 -3.9809 1.7603 0.0 0.0 0.1
C 2.5624 -1.7244 -2.3747 0.0 0.0 0.0
C -1.0006 -0.5155 -0.2192 0.1 0.3 -0.2
H 2.9768 0.0368 -1.2199 0.0 0.1 0.0
C -1.8148 -1.7384 1.7718 -0.6 -0.2 -0.1
S -0.4293 -4.4569 1.0128 -0.2 -0.4 0.6
H -1.9234 -2.9246 -3.6718 0.0 0.1 -0.1
H -0.2606 0.3162 -3.4373 0.0 -0.1 -0.1
C 0.2111 6.3084 -0.2334 0.0 -0.3 0.0
C -0.3146 0.5038 0.4210 -0.2 -0.1 0.2
O -1.1650 -4.1327 -0.1865 -0.1 0.1 -0.1
C -1.5320 -4.1307 2.4443 0.5 0.1 -0.6
H -3.1759 -2.8618 2.9729 0.1 0.0 -0.1
O 1.6672 2.2055 1.8177 -0.4 -0.1 0.2
C 2.0586 -3.0147 -2.3490 0.0 -0.1 -0.1
C -0.2881 4.3862 2.9507 -0.2 -0.1 -0.2
C -2.5372 -3.0431 2.1055 0.1 0.2 0.0
H 2.0607 -3.6153 -3.2471 0.0 -0.1 -0.1
H -0.6955 4.5335 -1.0843 0.1 0.0 0.0
C 2.0599 -1.4875 -0.0437 0.1 -0.1 0.0
C 0.2276 4.8173 -0.5552 0.1 0.4 -0.5
H 1.0833 4.5934 -1.1930 -0.2 0.1 -0.1
C 0.3815 1.4332 -0.3308 0.4 0.5 0.2
C -0.6951 3.8958 1.5665 -0.1 0.0 0.6
H -0.6380 6.5614 0.3965 -0.1 0.1 0.1
C 2.5741 -0.9647 -1.2170 0.1 0.0 0.0
O -1.4000 -0.9976 2.6389 0.2 0.1 0.3
C 0.3930 1.3797 -1.7071 0.0 0.1 0.0
H -0.2782 0.5489 1.4969 0.0 -0.1 0.1
H 2.0701 -0.8880 0.8544 0.0 0.1 0.1
S 1.3714 2.6768 0.4985 -0.1 0.1 -0.3
H 0.9623 2.1096 -2.2587 0.1 0.0 -0.2
H -1.8771 -1.2195 -4.1885 0.0 0.0 0.0
H 0.0087 5.4308 2.9102 0.0 0.1 0.0
H 1.1246 6.5793 0.2876 0.1 0.1 0.1
H -1.9381 -2.3004 -0.1801 0.0 0.2 0.3
H 0.5535 3.7956 3.2996 0.0 0.0 0.1
H -2.0193 -5.0784 2.6614 0.1 -0.1 -0.1
N -1.6955 -1.5284 0.4389 -0.1 -0.1 -0.5
C -0.2872 0.3635 -2.3609 -0.2 -0.1 0.0
C -0.9777 -0.5922 -1.6307 0.1 0.1 0.1
H -1.1171 4.2763 3.6452 -0.1 0.0 0.1
H 2.9550 -1.3144 -3.2936 0.0 0.0 -0.1
C -1.4329 -1.9648 -3.5212 0.0 -0.1 -0.3
H -3.1499 -3.3673 1.2650 0.0 0.0 0.1
H 0.1447 6.8826 -1.1539 0.0 0.1 -0.1
N 0.4078 4.0186 0.6325 0.8 -0.8 0.0
O -1.6518 -1.6418 -2.1673 0.0 0.2 0.5
H -1.0008 2.8461 1.6278 -0.2 0.1 0.0
C 1.0086 -3.3412 1.2609 -0.5 -0.3 0.0
H 1.1812 -4.5561 -1.1444 0.0 -0.1 -0.1
H -0.8906 -3.8525 3.2764 0.1 0.0 0.1
H 0.6936 -2.5480 1.9346 0.0 0.1 0.1
O 2.4653 3.0113 -0.3689 -0.2 0.0 -0.2
```
Forces are in eV/Å.


Computed, not measured: ClH2NOS2 in the gas phase at a distorted geometry, with ωB97M-V/def2-TZVPD.

Properties
SMILES ... O=[S@H](=S)NCl
LUMO level ... -1.1 eV
Charge ... 0
Kohn-Sham gap ... 0.302 hartree
Energy relative to the best compared isomer or geometry (same formula, charge and spin) ... 3.282 eV

XYZ file:
```
7
Properties=species:S:1:pos:R:3:forces:R:3
H -0.4559 0.5131 -1.5314 -0.3 0.0 1.9
S -0.4702 0.4779 -0.0738 -2.4 -0.4 -1.0
O -0.2526 1.8252 0.3993 0.6 -0.8 0.0
H 0.3668 -1.4849 -0.0573 1.3 -0.5 0.8
N 0.8636 -0.5923 -0.0011 -1.7 0.9 -0.4
S -2.4273 -0.4890 0.5760 3.5 1.2 -1.2
Cl 2.3756 -0.2500 0.6883 -0.8 -0.4 0.0
```
Forces are in eV/Å.


Computed, not measured: 3 unconnected molecules or ions with the total composition C24H51BN5O15P2S2 at a distorted geometry, with ωB97M-V/def2-TZVPD.

Properties
LUMO level ... -2.7 eV
Charge ... +1
Kohn-Sham gap ... 0.276 hartree

XYZ file:
```
100
Properties=species:S:1:pos:R:3:forces:R:3
H 0.5987 -2.3318 -0.4169 -0.3 0.2 -0.2
H 5.2586 -6.6226 -4.0660 0.0 0.0 0.0
O -1.7609 -0.5005 1.6218 0.2 0.5 -0.3
H -3.2951 -3.6070 -2.1424 -0.2 -0.2 -0.1
H -0.5031 5.2392 6.6942 0.0 0.1 0.0
H 2.5193 0.7418 4.7467 -2.0 -0.5 0.4
O 3.8478 -3.5263 -2.9941 -0.2 0.4 0.5
H -0.0903 4.4583 -1.3273 0.0 0.1 0.3
N -3.3927 1.4313 -1.7562 -0.4 0.0 -0.2
C -2.4662 -4.1265 0.1627 0.2 0.1 0.2
H 5.0562 -6.0191 -2.3931 -0.1 0.0 0.0
H -2.3794 -3.0955 2.0444 0.2 0.1 0.2
H -1.3600 0.1193 -5.3876 0.4 0.2 -0.1
H -0.2922 5.1743 4.9318 0.0 0.0 -0.1
C -1.0362 1.1329 -1.3618 0.2 1.7 1.1
N -1.8646 4.1586 -0.1909 0.3 0.0 -0.3
O 3.3964 0.3028 -1.4318 -0.4 -1.3 0.7
O -4.4214 1.5184 -1.2213 0.0 0.1 0.0
H 2.5329 -2.2017 -2.4223 -0.1 -0.5 -0.4
O -2.1313 -2.5148 -3.8260 0.3 0.1 0.0
H 2.1529 1.1643 0.5852 0.0 -0.2 -0.4
H 3.3788 -0.0077 2.1048 -0.4 -1.7 -0.4
O -0.8245 2.1791 1.4527 0.0 -0.1 0.3
N -0.9410 4.0757 3.0141 0.3 -2.7 -1.6
O 0.5216 7.7806 5.9669 0.1 -0.1 0.0
H -1.9507 8.7349 7.2310 0.0 0.0 -0.1
H -1.5945 -4.4397 -4.1595 0.1 -0.3 0.1
C -0.1983 2.3778 -0.8944 0.1 -1.0 -0.2
H 3.7659 -3.3922 0.1570 0.0 -0.2 0.1
C -0.9565 -0.4886 -4.5743 -0.9 -0.7 -0.5
C 2.5194 -2.0037 0.2882 -0.1 -0.1 0.2
H -0.4268 -2.5461 -4.9146 0.1 0.1 -0.2
S -0.8637 7.3578 5.6337 -0.1 0.0 -0.1
H 6.1882 -5.2140 -3.5068 0.0 0.0 0.0
C 2.5242 0.0647 2.7733 -0.3 -0.2 0.5
S 3.9441 -4.6330 -3.9962 0.0 -0.3 -0.4
C -1.5488 -3.7227 -3.3340 -0.8 0.0 -0.5
H 0.4673 -0.2712 2.5789 -0.3 0.1 -0.3
H -2.5753 -5.2500 -2.2182 -0.1 -0.1 0.2
C 2.5737 -5.7483 -3.6789 -0.1 0.0 0.1
C 2.6265 -0.1485 4.1282 0.1 0.5 -0.6
C -3.0602 -0.1758 2.1575 0.4 -0.3 0.8
H 1.6498 -5.2305 -3.9297 0.0 0.0 0.0
H -1.5917 -4.6720 2.0339 0.4 0.1 0.2
P 1.8792 -0.1386 -1.8054 -1.3 2.6 -3.6
O 2.2037 3.3806 2.3187 -1.0 0.3 -0.4
H -1.8808 5.1690 -0.1500 0.1 0.1 0.1
H 2.7302 -1.1229 4.5892 2.0 0.2 0.1
H 3.3100 -1.2619 0.3866 -0.2 0.2 0.0
H -0.5033 -3.5783 -3.0463 0.0 0.1 0.1
C -1.0206 1.1316 -2.8734 -0.1 -0.3 -1.2
H 0.6612 -1.8945 1.2623 -0.3 0.7 0.0
H -3.3777 -3.5279 0.1014 0.0 -0.3 -0.2
H -1.8169 -2.0507 -5.8445 -0.4 0.0 0.1
H -3.6703 0.3775 1.4527 0.0 -0.1 -0.2
C -0.8771 3.7212 -1.1867 -0.5 0.3 -0.2
O -1.6385 -3.8581 -0.9671 -0.2 -0.3 0.1
O 2.6444 3.4056 -0.1261 -0.1 -0.9 -0.8
H 0.9352 1.3642 2.9279 -0.5 0.1 -0.3
H -2.9044 -1.1727 -1.1964 0.1 -0.6 -0.3
C -0.9033 5.5654 5.7328 0.0 0.0 0.4
H -1.5446 1.9785 -3.3192 -0.2 0.1 0.3
C 5.2379 -5.7381 -3.4305 0.1 0.0 0.2
H -2.8879 0.4380 3.0379 0.1 0.1 0.0
H -0.7962 -3.2822 1.2315 0.0 -0.1 0.2
O 0.9391 5.0172 0.7399 -0.2 -0.9 0.7
O -1.5571 -0.0715 -3.3698 0.2 -0.1 0.6
O 1.8057 -1.5546 -2.5974 1.0 0.4 1.8
H -1.3703 3.6917 -2.1602 0.3 -0.3 -0.2
C 0.3157 2.1966 0.5458 -0.1 0.0 -0.2
H 0.6911 2.3538 -1.5297 0.2 0.0 0.1
N 2.7597 -3.2322 0.1722 0.3 -0.3 -0.2
H -1.9268 5.2133 5.6089 0.0 0.0 -0.1
C -2.3650 -4.1801 -2.1439 0.7 0.5 -0.2
H -2.8771 7.2483 6.9208 0.0 0.0 0.0
O -2.7733 -1.4159 -0.2718 -0.1 1.2 -0.1
H -2.7236 -5.1873 0.1237 -0.1 -0.1 0.2
H 1.9873 4.1233 2.8959 0.0 -0.2 0.5
C -1.8808 7.6592 7.0847 0.0 0.0 0.1
C -0.5891 -0.1952 -0.7193 -0.1 -0.3 -0.6
H 0.1337 -0.4637 -4.5420 0.1 0.5 0.2
C -0.8740 3.1264 2.3156 -0.5 2.7 1.2
C 1.0482 -1.6269 0.2789 1.0 -0.5 0.7
P 1.5687 3.5459 0.8455 1.8 1.2 -0.1
C -1.7433 -3.7587 1.4666 -0.6 -0.6 -0.6
H -3.5489 -1.0856 2.4926 -0.2 -0.1 -0.2
H 1.1467 5.5194 1.5376 -0.4 0.4 -0.1
C 1.1550 0.5075 2.2792 1.3 0.9 0.4
N 0.8081 -0.2210 -0.1848 0.1 -1.6 0.7
C 1.1172 0.8693 0.7836 0.9 1.3 0.7
H -0.5938 -0.9320 -1.5314 0.0 0.0 0.0
H -1.4196 7.1997 7.9588 0.1 0.0 0.0
H 3.9731 0.0822 -2.1795 0.3 0.0 0.1
H -2.7746 3.8813 -0.5298 -0.2 0.0 0.3
H 0.0003 1.2214 -3.2406 0.2 0.0 0.4
O -2.3620 1.3836 -0.8004 0.2 -0.4 -0.1
H 2.5625 -6.0285 -2.6255 0.0 0.0 0.0
B -1.7371 -0.7183 0.2869 -0.7 -0.3 0.0
C -1.3495 -1.9637 -4.8629 0.5 0.0 0.3
H 2.6767 -6.6330 -4.3064 0.0 0.0 0.0
```
Forces are in eV/Å.


Computed, not measured: 2 unconnected molecules or ions with the total composition C3H7N2O2 at a distorted geometry, with ωB97M-V/def2-TZVPD.

Properties
LUMO level ... 4.1 eV
Charge ... -1
Kohn-Sham gap ... 0.267 hartree
Energy relative to the best compared isomer or geometry (same formula, charge and spin) ... 5.027 eV

XYZ file:
```
14
Properties=species:S:1:pos:R:3:forces:R:3
N -2.0073 -0.1557 0.3736 -1.1 2.7 1.5
H 2.2218 -0.8731 -1.0210 -0.1 0.8 1.3
H 0.0840 -1.2538 0.2664 -0.2 -1.2 0.5
C 0.9060 0.6654 -0.5330 -2.9 3.2 0.7
H -0.2627 2.3993 0.3691 -0.2 -0.8 -1.3
N -1.7565 -1.2643 -0.1162 -0.1 -0.7 -0.8
H 0.4543 0.7836 -1.4811 0.5 -0.2 -1.6
O -3.0988 0.5313 0.1444 1.3 -1.8 -0.4
C 1.7018 -0.4264 -0.0831 4.2 -1.8 -0.7
H 2.5179 -0.0306 0.6510 -1.1 -0.7 -1.2
O 1.0204 -1.4806 0.5025 -1.2 0.2 0.3
H 0.4256 1.1922 1.3373 0.8 -0.7 3.0
C 0.2961 1.4503 0.3624 0.4 1.1 -1.0
H -2.5027 -1.5376 -0.7722 -0.4 -0.1 -0.2
```
Forces are in eV/Å.


Computed, not measured: CH3Cl2OPS in the gas phase at a distorted geometry, with ωB97M-V/def2-TZVPD.

Properties
SMILES ... COP(=S)(Cl)Cl
LUMO level ... -1.2 eV
Charge ... 0
Kohn-Sham gap ... 0.277 hartree
Energy relative to the best compared isomer or geometry (same formula, charge and spin) ... 2.826 eV

XYZ file:
```
9
Properties=species:S:1:pos:R:3:forces:R:3
H -1.7629 -0.5969 -0.0802 -0.5 -2.8 -1.5
Cl 2.1020 0.6722 -1.9746 0.3 0.1 -0.6
P 1.1632 -0.0498 -0.4195 -0.8 -3.7 1.2
H -2.0251 0.8773 0.3664 -0.6 1.7 0.5
H -0.9021 -0.0938 1.3227 0.0 0.1 0.0
C -1.2414 0.1797 0.3246 0.0 0.9 1.9
Cl 2.1441 0.8299 1.1371 -0.2 -0.3 -0.3
S 0.7423 -2.5291 -0.1960 0.8 3.8 -0.4
O -0.2202 0.7106 -0.4806 0.8 0.1 -0.7
```
Forces are in eV/Å.


Computed, not measured: a molecular structure, C5HO3Rh at a distorted geometry, with ωB97M-V/def2-TZVPD.

Properties
LUMO level (spin up / spin down) ... -0.9 / -1.7 eV
Charge ... 0
Kohn-Sham gap (spin up / spin down) ... 0.280 / 0.277 hartree
Multiplicity ... 5

XYZ file:
```
10
Properties=species:S:1:pos:R:3:forces:R:3
O 3.0620 -0.1219 -0.4263 0.3 0.8 0.4
C -0.9181 0.9433 -0.1530 0.4 -3.6 3.1
Rh 1.6354 0.3771 0.5818 2.0 -1.0 -0.5
H -3.6781 1.0365 -0.0827 0.0 -0.1 0.3
O -3.3455 0.1539 0.1350 -0.7 -0.1 0.6
C 0.0811 -1.4710 -0.2407 1.0 0.1 0.2
C 1.3069 -1.8239 -0.3144 -1.8 -0.4 0.3
C -0.9766 -0.6069 -0.1654 0.0 2.1 0.0
O 0.0670 1.6368 0.2089 -1.1 1.5 -1.2
C -2.0286 0.1767 0.2186 -0.1 0.6 -3.1
```
Forces are in eV/Å.